1.
{
  "formula": "C31H42ClF5N3O8",
  "method": "wB97M-V/def2-TZVPD",
  "elements": ["H", "H", "C", "C", "H", "H", "C", "H", "C", "O", "H", "H", "H", "H", "O", "O", "C", "O", "C", "C", "C", "H", "C", "H", "C", "F", "C", "H", "N", "N", "H", "C", "H", "H", "C", "C", "C", "H", "H", "C", "H", "H", "H", "C", "C", "C", "C", "H", "H", "O", "C", "H", "H", "H", "O", "H", "C", "H", "H", "H", "C", "C", "C", "F", "Cl", "O", "F", "H", "C", "C", "O", "N", "C", "H", "H", "F", "H", "H", "H", "H", "H", "H", "H", "F", "C", "C", "H", "C", "H", "H"],
  "coordinates": [[0.7556, 4.1813, 0.8057], [-8.6636, 2.3576, 1.6800], [-4.0584, 2.7099, 1.5335], [-4.9387, 2.9248, 2.9380], [0.2903, -11.0975, -2.0129], [-0.2732, -5.5037, -0.2644], [-6.5989, 2.7967, 2.9902], [-7.2191, 2.9833, 3.9931], [6.7983, 2.9681, 3.9924], [0.7105, -7.9510, -1.7190], [6.9695, 3.1250, 2.9222], [9.3183, 4.2647, 4.2340], [-0.8301, -5.4669, -3.2496], [2.7742, -7.8924, -1.5701], [-1.5096, 2.4132, -3.3409], [-0.1184, 3.7344, -2.0960], [0.5778, -10.1635, -2.5011], [-1.1407, -3.1298, -1.7648], [-7.5466, 1.9026, -1.1032], [-7.4737, 2.4355, 1.6503], [-0.1486, -8.9958, -1.9052], [0.3943, 3.1429, 2.3359], [-2.2676, 2.5866, -4.5372], [0.8738, -5.5979, -1.6473], [-6.6145, 2.2182, 0.2320], [-6.9563, 2.3825, -2.3757], [-1.2972, 4.6607, -3.9952], [9.0375, 4.2516, 6.0111], [-1.4263, 0.4665, 1.8430], [0.6608, -0.3862, 0.4497], [3.3170, 2.7584, -0.8769], [-1.2037, -5.4165, -2.2196], [-2.7530, -4.2790, -1.2065], [-2.2254, 1.2744, -0.0076], [3.3076, 3.3666, 0.1226], [0.0197, -3.6599, -1.2783], [-2.0565, -4.1870, -2.0466], [-0.4648, 2.8489, -0.6732], [7.0417, 5.1089, 4.3364], [8.7446, 2.3720, 5.0098], [-2.6229, -3.9525, -2.9526], [0.3679, -10.2055, -3.5735], [-0.4910, 4.8002, -4.7207], [0.6095, 0.8524, -0.4406], [0.7881, 3.0629, 1.2211], [1.9981, -8.3086, -2.2190], [-0.1325, 2.1455, 0.2324], [0.3315, -0.2586, 3.8823], [1.4970, -1.1540, 2.8359], [-1.3417, -8.9585, -1.6536], [2.0184, -9.8147, -2.2245], [-4.4333, 2.2114, -0.8581], [-4.4351, 3.2217, 3.9746], [-3.1962, 2.0121, -4.4718], [7.6114, 1.8798, 4.4286], [-2.1637, -0.2551, 1.5901], [8.7000, 3.8696, 5.0449], [2.7780, 3.1344, 2.3250], [2.3019, -10.1856, -1.2320], [2.5824, 1.4993, 1.4135], [-2.4308, 2.9023, 1.5752], [-2.5284, 4.0671, -4.6318], [-1.5749, 1.6539, 0.9186], [-8.0157, 0.4752, -1.1547], [5.0226, 3.5132, 0.9051], [9.6699, 1.6824, 5.4053], [-2.1473, 4.2106, 0.8756], [2.9348, 4.4803, 0.0130], [-0.9005, 3.5927, -3.0214], [-0.0621, -0.1810, 1.7623], [0.9601, -2.9986, -0.8702], [0.6116, -0.5731, 2.9192], [2.3699, 2.6537, 1.3106], [-1.7402, -6.3455, -2.0095], [-0.0565, 0.5351, -1.3792], [-8.8018, 2.7199, -0.9036], [5.7432, 2.7268, 4.1509], [0.3011, -1.2087, -0.0895], [-1.6782, 2.2135, -5.3813], [-2.6998, 4.4095, -5.6558], [1.6824, 1.0712, -0.8835], [2.7176, -10.2332, -2.9533], [6.7087, 4.1415, 5.7825], [-2.0638, 3.0085, 3.0353], [-0.0549, -5.1568, -1.2782], [7.2353, 4.1480, 4.8204], [-3.4116, 4.3271, -4.0357], [-4.9534, 2.3493, 0.1884], [2.1120, -7.8876, -3.2235], [-1.5233, 5.5981, -3.4818]],
  "fmax_ev_per_a": 5.17,
  "e_tot_ev": -79769.26571,
  "homo_ev": -11.35,
  "e_lumo_ev": -4.237,
  "charge": 1
}

---

2.
{
  "formula": "C31H43AlBeCaCl2CsF6N5O8PS",
  "method": "wB97M-V/def2-TZVPD",
  "elements": ["H", "C", "H", "C", "H", "C", "N", "Be", "H", "F", "H", "H", "H", "C", "S", "H", "Al", "H", "H", "H", "C", "H", "H", "C", "C", "C", "F", "C", "H", "H", "Cl", "C", "Cl", "H", "O", "H", "H", "H", "C", "H", "C", "C", "P", "C", "C", "H", "H", "H", "H", "N", "H", "Ca", "N", "O", "O", "C", "C", "C", "H", "C", "C", "C", "O", "H", "N", "O", "H", "O", "H", "H", "C", "O", "H", "H", "C", "N", "H", "Cs", "C", "F", "F", "H", "C", "C", "H", "H", "C", "F", "O", "C", "C", "H", "H", "C", "H", "H", "H", "C", "H", "F", "H"],
  "coordinates": [[4.0815, 3.1067, 0.1916], [-1.0245, -2.4684, -4.2768], [-1.7675, 3.0134, -2.1031], [0.0533, -8.0649, -1.3089], [-0.4473, 0.2603, -6.5860], [0.7828, 1.9786, -4.7157], [-3.4185, 5.1418, 4.3802], [0.4771, -1.1005, -2.6703], [-6.2112, -0.5628, 0.0697], [1.9179, -0.7496, -0.2022], [-0.0059, -8.5142, -0.2071], [-0.1076, 3.8530, -3.7707], [3.6913, 0.9297, -2.0900], [0.8410, 3.1595, -3.5668], [-0.0507, -5.1516, -4.4150], [-0.8708, 3.6418, 6.1914], [4.9901, -2.5003, -1.0802], [-6.1870, -0.3572, 3.4620], [5.2162, 3.5800, -1.2404], [0.9907, -1.3803, -4.6346], [-1.7104, -1.0033, 4.6520], [1.8428, 1.5012, -4.8830], [-1.7921, -3.0462, -4.9468], [4.6443, 2.6707, -0.7642], [-0.0023, 1.5412, 1.0119], [-5.3617, 0.2435, 0.1232], [7.1235, 2.6887, -2.7369], [1.9675, 2.0464, -1.0996], [-2.4915, -1.5232, 3.9139], [-0.9858, 1.1250, 5.0758], [-1.2119, -3.6774, 3.2032], [-1.2554, 2.0509, 0.1097], [-1.1256, -0.7098, 1.2412], [0.2948, -2.1460, -6.2347], [-1.1248, 2.7883, 6.4918], [6.6781, 2.2791, 0.1867], [-4.4004, -1.0288, 2.9487], [-1.6036, -1.7466, -3.5393], [2.7409, 0.9206, 1.4363], [2.3246, 0.2847, 2.3256], [-5.0133, -0.1462, 3.4210], [-0.8812, 2.5975, -1.4266], [-4.6340, 1.5387, 2.6103], [0.6826, 2.5945, -2.0193], [6.3807, 0.5890, -1.3273], [1.3081, 0.1813, 4.5407], [1.7869, 3.8519, -3.7089], [-1.3290, 1.4351, -4.0041], [-0.1374, -2.7384, 4.5482], [0.3601, -8.9341, -2.5134], [0.9097, -3.1635, -3.1435], [0.1907, 4.8291, 6.9157], [-0.1934, 1.0694, 2.4236], [-2.6476, -2.8736, 0.6234], [-2.5683, 5.5437, 5.1916], [0.0653, -6.6283, -3.2216], [-0.0039, -1.6123, -5.2358], [-0.1814, -3.5796, -3.3655], [-4.6777, -0.1021, 4.5658], [-5.7860, 1.5744, 1.0430], [-2.8217, 1.5950, 1.8967], [5.7674, 1.6160, -0.2082], [-1.1929, -2.2231, -0.8671], [-5.6460, 2.5366, 0.3924], [0.3736, -8.0581, -3.6160], [-0.1201, -6.6685, -1.7516], [3.4515, 2.6945, -2.7054], [-3.9800, 4.0485, 4.5593], [-0.7243, -3.7776, -2.3432], [-2.0740, -1.2725, 5.7404], [6.7117, 1.2613, -2.7862], [-3.7071, 5.8333, 3.3894], [-6.9190, 1.3715, 1.3479], [0.6710, -0.5922, 6.1890], [-1.8792, 0.6215, 4.4645], [-2.7106, 2.0935, 0.4816], [-4.4069, -0.3056, 0.5713], [-4.5186, -1.7217, 5.6337], [1.0172, -0.8228, 5.0847], [7.7102, 0.1250, -0.7793], [5.6316, 0.9965, -3.8091], [-5.0499, 0.6032, -0.9651], [-0.7467, -0.1551, -5.5311], [-1.4933, -2.6810, 0.2246], [3.4954, 1.7413, 1.8036], [1.9395, -1.5554, 5.0342], [-0.3311, 0.8500, -4.2916], [5.5813, -0.6843, -1.4808], [-0.6894, -3.0229, 1.0996], [1.5588, 1.5129, 0.4272], [3.4840, 2.0207, -1.7208], [0.4555, 2.4056, -5.7815], [3.3878, 0.1671, 0.7737], [-0.2225, -1.5891, 4.2899], [-2.8688, 1.0661, 4.9034], [5.4320, 0.9668, 0.7107], [-1.9117, -0.3981, -5.5440], [-1.6237, 1.1086, 2.8852], [-0.0188, 0.1677, -3.3855], [7.9138, 0.5157, -3.3176], [-0.0593, -1.4912, 3.1209]],
  "fmax_ev_per_a": 7.72,
  "e_tot_ev": -144078.93892,
  "homo_ev": -7.60,
  "e_lumo_ev": -5.152,
  "charge": 1
}